Entry 1:
DFT (the ωB97M-V functional and the def2-TZVPD basis) results for a molecular structure, C30H35ClN2O2Sc at a distorted geometry.

Geometry as XYZ:
```
71
Properties=species:S:1:pos:R:3:forces:R:3:mulliken_charge:R:1
Sc -0.49730 -0.08426 -0.49557 -0.3 -0.6 0.9 -1.4580
Cl 1.57735 -0.33941 -1.53166 1.3 -0.2 -0.7 -0.4844
N -0.03833 2.07509 -0.48536 -1.4 1.7 -1.6 0.8966
N -0.25949 -2.38123 -0.13334 -1.0 -1.5 -1.0 0.4069
C -0.90805 2.85350 -1.12194 2.1 -2.0 1.6 0.4420
C -0.81222 -3.12553 -1.06757 1.3 1.6 1.7 0.6657
C 1.10087 2.93963 -0.06619 -0.2 0.0 -0.1 1.3615
C 0.44675 4.31028 -0.06918 -0.7 0.2 -0.2 -0.8319
C 2.18738 2.90289 -1.12965 0.2 -0.1 -0.3 -1.4869
C 1.71425 2.59693 1.27591 0.0 0.2 0.2 -1.9355
H 1.78154 3.21679 -2.10175 0.1 -0.1 0.1 0.2925
H 2.58846 1.88727 -1.21654 -0.1 0.4 -0.1 0.1983
H 2.98316 3.60480 -0.84531 -0.1 -0.1 -0.1 0.4805
H 0.95928 2.55109 2.06233 0.1 -0.1 0.0 0.4480
H 2.43059 3.39224 1.53461 -0.1 -0.2 0.0 0.6082
H 2.26674 1.65338 1.23316 -0.2 0.1 0.0 0.1485
C 0.71662 -3.24550 0.62338 -0.2 0.2 -0.2 1.5276
C 0.60176 -4.58497 -0.10437 -0.2 -0.5 -0.6 -0.8388
C 0.33156 -3.38254 2.08980 -0.2 0.0 0.1 -1.5681
C 2.15812 -2.77694 0.52891 0.4 0.2 -0.1 -1.7211
H 2.43928 -2.62996 -0.51904 0.0 0.1 0.3 0.4731
H 2.80382 -3.55910 0.96339 -0.2 0.2 0.0 0.4703
H 2.32387 -1.84426 1.08158 0.0 -0.2 -0.2 0.0714
H -0.68622 -3.77373 2.18464 0.1 0.1 0.0 0.4204
H 0.39543 -2.42251 2.61286 0.0 -0.2 -0.1 0.1221
H 1.02967 -4.08829 2.56474 -0.2 0.2 0.0 0.4373
O -0.34557 -4.36151 -1.17845 -0.1 -1.0 -0.1 -0.4077
H 0.21693 -5.40496 0.51946 0.1 0.3 -0.1 0.2944
H 1.53268 -4.89900 -0.59037 -0.1 0.0 0.2 0.3549
O -0.68410 4.14635 -1.00002 0.2 1.5 0.2 -0.4600
H 1.08538 5.10276 -0.47314 -0.2 -0.1 0.1 0.2799
H 0.04896 4.59515 0.91836 0.0 -0.1 -0.3 0.3722
C -2.05510 2.34948 -1.94138 -0.1 0.2 0.2 -1.4251
C -1.89815 -2.70044 -2.01117 0.0 0.0 0.2 -1.4019
C -1.56139 -1.39821 -2.71705 0.7 1.0 -1.1 0.6855
H -2.79614 -2.56491 -1.37980 0.3 0.1 -0.4 0.2592
H -2.08688 -3.51521 -2.72432 0.1 0.2 0.2 0.3301
C -1.83906 -0.17684 -2.14672 -2.8 0.3 2.0 0.2781
C -1.65911 1.08511 -2.68329 0.8 -1.1 -1.2 0.2002
H 0.23649 0.16598 1.23244 -0.9 0.0 1.6 0.6797
C -0.97889 1.13041 -3.92781 -0.3 0.2 0.2 1.1110
C -0.60155 -0.08283 -4.51536 -0.1 -0.3 0.1 -1.3922
C -0.61758 2.43690 -4.56857 0.3 0.1 -0.4 -1.4814
C -0.89162 -1.34311 -3.96731 -0.1 0.2 -0.1 1.2397
H -0.01637 -0.03880 -5.44061 -0.2 -0.1 0.2 0.1448
C -0.45931 -2.59897 -4.64969 0.2 -0.1 -0.4 -1.6820
H -0.01346 -2.36121 -5.62201 0.0 -0.2 0.1 0.4399
H -1.31304 -3.27249 -4.81881 0.3 0.0 0.0 0.3019
H 0.29468 -3.13556 -4.05641 -0.2 0.0 -0.1 0.2092
H -1.47619 3.12743 -4.59811 0.4 -0.1 -0.1 0.2644
H -0.27874 2.24836 -5.59729 -0.1 0.2 0.2 0.4827
H 0.21571 2.93069 -4.03967 -0.3 0.0 -0.1 0.1207
H -2.38698 3.15190 -2.62265 0.2 -0.2 0.3 0.4009
H -2.88573 2.15989 -1.23741 0.3 -0.1 -0.4 0.2878
C 1.25731 0.22510 5.80983 0.9 -0.1 -0.2 -0.6580
C 2.00075 -0.07008 4.66235 -0.5 0.2 0.4 -1.3447
C 1.36814 -0.05143 3.42617 0.3 0.0 0.4 0.4604
C -0.01439 0.21442 3.32056 0.6 0.5 -1.1 0.5751
C -0.58843 0.23405 2.01032 1.2 -0.7 0.4 1.0017
C -1.97534 0.39838 1.85782 -1.4 0.9 0.1 -0.5330
C -2.70415 0.91905 2.96915 0.7 -0.7 -0.7 -0.9148
C -2.12478 0.99153 4.23617 -0.1 0.4 0.2 -1.0825
C -0.77145 0.60254 4.46834 0.7 -0.4 0.1 0.3857
C -0.07558 0.59651 5.71008 -0.8 0.0 -0.6 -0.7828
H 1.76852 0.21721 6.77235 -0.2 0.0 -0.1 0.3431
H 3.05813 -0.28123 4.72349 0.1 0.0 0.1 0.3961
H 1.98155 -0.18432 2.52997 -0.4 -0.1 0.2 -0.0742
H -2.55947 0.12815 0.95303 0.4 0.4 0.2 0.5219
H -3.72764 1.28183 2.84511 0.2 -0.5 -0.1 0.3754
H -2.71542 1.36056 5.07045 0.1 0.0 -0.1 0.3180
H -0.59850 0.89573 6.60412 -0.2 0.1 0.2 0.3794
```
Forces are in eV/Å.

Summary:
**Total charge**: -1
**Kohn-Sham gap (alpha / beta)**: 3.85 / 3.81 eV
**Highest occupied orbital energy (alpha / beta)**: -1.17 / -1.12 eV
**LUMO level (alpha / beta)**: 2.68 / 2.69 eV

=====

Entry 2:
DFT (the ωB97M-V functional and the def2-TZVPD basis) results for 3 unconnected molecules or ions with the total composition C16H29ClF6O4P2S.

Geometry as XYZ:
```
59
Properties=species:S:1:pos:R:3:forces:R:3:mulliken_charge:R:1
C 1.08796 3.87306 -1.14315 0.0 0.2 0.2 -1.2879
C -0.37415 3.70503 -0.73784 0.2 -0.1 -0.2 -0.5079
C -1.21946 2.67722 -1.53603 0.2 -0.1 -0.2 0.5073
Cl -0.26388 1.86927 -2.83862 -0.3 0.2 -0.3 -0.1851
P -2.01114 1.45468 -0.34237 0.0 0.3 0.4 0.0893
C -3.81437 1.35247 -0.75222 0.0 -0.1 -0.1 -0.9356
C -4.68927 2.32196 0.07104 -0.2 0.0 0.0 -1.3233
C -5.31438 3.51945 -0.67282 0.0 0.0 -0.2 0.8103
C -4.37782 4.20721 -1.66547 -0.1 0.2 0.1 -1.6002
C -6.62606 3.11889 -1.38892 0.2 0.0 -0.2 -1.4391
P -1.39028 -0.60110 -0.87565 0.1 -0.4 0.5 0.1772
S -0.95799 -1.62053 0.72894 0.0 0.1 -0.2 -0.3581
H 1.53369 4.62465 -0.48853 0.0 0.0 0.0 0.4241
H 1.66489 2.95919 -1.00376 -0.1 0.0 -0.1 0.2101
H 1.20315 4.22608 -2.16634 0.0 -0.1 0.0 0.3552
H -0.86539 4.67462 -0.84032 -0.1 0.0 0.2 0.2054
H -0.39251 3.41340 0.31282 -0.1 0.1 0.0 0.4105
H -1.99150 3.20218 -2.08573 -0.1 -0.1 0.1 -0.0776
H -4.01379 1.40438 -1.82534 0.0 0.0 0.0 0.5246
H -4.06850 0.33175 -0.44996 0.0 0.0 0.0 0.5095
H -5.52492 1.73334 0.45661 0.0 0.1 0.1 0.4183
H -4.14981 2.66358 0.95784 0.2 0.0 -0.1 0.5355
H -5.55475 4.27177 0.08189 -0.1 -0.1 0.1 0.3827
H -3.53002 4.68451 -1.16719 0.1 -0.1 0.0 0.2136
H -4.91948 4.99400 -2.19419 0.0 0.0 0.0 0.5267
H -4.01946 3.51432 -2.42875 0.0 0.0 0.0 0.3845
H -6.85384 2.06073 -1.25680 -0.1 0.0 0.0 0.3813
H -6.55548 3.29878 -2.46387 0.0 0.0 0.0 0.3561
H -7.47208 3.70310 -1.02792 0.0 -0.1 0.0 0.3264
H -0.35484 -0.54076 -1.81089 -0.1 0.1 -0.2 -0.0286
H -2.45493 -1.15326 -1.61305 0.0 0.2 -0.2 0.0898
C 2.49285 -0.01425 -2.03657 0.2 -0.1 0.0 -0.2821
C 3.09009 -0.46173 -0.72247 -0.3 0.1 0.1 -0.3367
O 4.18926 -1.38226 -0.92529 0.0 0.0 0.0 -0.3188
C 5.35555 -0.83678 -1.21782 0.0 -0.1 0.0 0.3332
O 5.61107 0.32518 -1.33205 0.0 0.0 0.0 -0.5197
C 6.42597 -1.94479 -1.36028 0.0 0.0 0.0 0.9126
F 5.97455 -2.97098 -2.08951 0.1 0.0 0.0 -0.2461
F 6.75856 -2.40840 -0.14516 0.0 0.0 -0.1 -0.2528
F 7.52058 -1.46267 -1.94111 -0.1 -0.1 0.1 -0.2399
H 2.18194 -0.87933 -2.62534 -0.1 0.0 0.0 0.3747
H 1.62107 0.61449 -1.85135 0.2 -0.1 0.0 -0.5059
H 3.20766 0.55788 -2.62819 0.0 0.0 0.1 0.3850
H 2.36612 -1.01964 -0.13162 0.0 -0.1 0.0 0.3281
H 3.43842 0.38310 -0.12919 0.1 0.0 -0.1 0.3147
C 4.03134 -5.13891 3.20948 -0.1 0.2 0.0 -1.0851
C 2.95276 -5.93266 3.91126 0.2 -0.2 0.0 -0.2237
O 1.87795 -5.07667 4.35864 0.0 0.0 0.0 -0.3254
C 0.98194 -4.74860 3.44010 0.0 0.0 0.1 0.3633
O 0.96224 -5.08441 2.29460 0.0 0.0 0.0 -0.5081
C -0.11578 -3.86301 4.07508 0.1 0.0 0.0 0.8646
F 0.41596 -2.91721 4.85904 -0.1 0.0 0.0 -0.2571
F -0.92614 -4.62183 4.83101 0.0 0.0 0.0 -0.2604
F -0.83875 -3.27540 3.13153 0.0 -0.1 0.2 -0.2268
H 4.39821 -4.34124 3.85564 0.0 0.0 0.0 0.3047
H 4.86416 -5.79314 2.95296 0.0 0.0 0.0 0.3699
H 3.65123 -4.68860 2.29340 0.0 -0.1 0.0 0.3139
H 3.33178 -6.39614 4.81920 -0.1 0.1 0.1 0.3072
H 2.54665 -6.71465 3.27098 -0.1 0.1 0.0 0.3213
```
Forces are in eV/Å.

Summary:
**SMILES string**: CC[C@@H](Cl)P(CCC(C)C)[PH2]=S.CCOC(=O)C(F)(F)F.CCOC(=O)C(F)(F)F
**Kohn-Sham gap**: 8.86 eV
**Highest occupied orbital energy**: -8.56 eV
**LUMO level**: 0.30 eV

=====

Entry 3:
DFT (the ωB97M-V functional and the def2-TZVPD basis) results for a molecular structure, C8H16Cl8F6Mg2N3O12S6 at a distorted geometry.

Geometry as XYZ:
```
61
Properties=species:S:1:pos:R:3:forces:R:3:mulliken_charge:R:1
Mg -21.55757 5.07796 -10.96569 0.1 2.3 0.3 1.1700
Mg -17.27021 4.36634 -13.36961 -0.7 -1.6 -1.1 1.4340
N -15.79820 3.30242 -13.59899 1.5 -2.9 -1.5 0.2065
S -15.79630 1.82770 -14.45121 -3.1 -2.3 -2.3 0.8675
O -15.39241 0.65827 -13.75189 0.2 1.4 0.3 -0.4786
O -15.55504 1.95244 -15.84189 0.5 0.7 0.6 -0.5076
F -17.40292 1.76639 -14.41873 0.1 0.2 0.3 -0.2664
S -14.28918 3.26020 -13.18207 5.9 1.1 2.6 0.9030
O -13.37575 3.10915 -14.28705 -1.6 0.4 0.9 -0.5764
O -14.00014 2.48455 -12.00558 -0.9 0.8 -0.9 -0.4978
F -14.15423 4.77818 -12.66717 -0.5 -0.5 -0.5 -0.2592
N -20.58113 3.65978 -11.61342 2.1 -3.2 -4.0 -0.1807
S -20.38677 3.42863 -13.30669 -2.4 1.1 -2.5 0.8220
O -21.12420 2.34998 -13.87469 1.3 0.7 1.3 -0.4620
O -19.10177 3.78541 -13.86661 -1.1 -0.1 0.4 -0.5307
F -21.24815 4.70686 -13.69014 0.0 0.0 0.6 -0.2889
S -19.62382 2.41734 -11.16456 2.5 -2.7 4.1 0.7911
O -18.31411 2.43835 -11.77989 -1.6 0.8 0.1 -0.3162
O -20.25245 1.15772 -10.99104 -0.3 1.1 -0.7 -0.4925
F -19.39708 2.94953 -9.69737 -0.2 0.1 -0.5 -0.2221
N -17.91683 5.66570 -12.26363 -0.6 3.9 4.0 0.5635
S -17.32569 5.89010 -10.66745 4.4 -2.3 1.8 0.4044
O -18.27910 5.53415 -9.67704 -0.9 0.0 -1.0 -0.7571
O -16.38975 6.92511 -10.37241 -1.2 -0.4 -1.5 -0.3213
F -16.38621 4.60827 -10.84608 -0.7 0.4 -0.2 -0.3755
S -18.96185 6.84179 -12.19886 -2.6 2.9 -3.0 0.8921
O -18.51039 8.14932 -11.86108 -0.1 -1.8 0.4 -0.1501
O -20.20520 6.37092 -11.56316 0.1 0.4 -0.2 -0.1786
F -19.32678 6.94034 -13.73075 0.1 -0.6 1.0 -0.3101
Cl -15.61217 9.25590 -8.12694 -0.1 0.0 0.0 -0.1769
C -15.38363 7.56462 -7.57696 0.0 0.1 -0.5 -0.3067
C -16.68423 6.80947 -7.43528 0.7 -0.5 1.1 0.4825
Cl -17.59373 7.41470 -5.99488 -0.2 -0.1 -0.7 -0.2104
H -14.81568 7.62302 -6.65368 -0.2 -0.1 0.1 0.5162
H -14.75198 7.07333 -8.31772 -0.1 0.1 0.0 -0.0396
H -16.40771 5.78868 -7.16319 0.0 0.0 0.0 0.0025
H -17.27475 6.71077 -8.34086 -0.1 0.9 0.9 -0.2558
Cl -21.46848 9.02643 -12.14860 -0.2 -0.3 0.1 -0.1613
C -22.10501 10.45425 -13.02549 0.2 0.2 0.3 -0.5357
C -20.95875 11.35336 -13.43545 -0.5 0.6 0.0 -0.4487
Cl -19.99328 10.66591 -14.74710 0.2 -0.2 0.1 -0.1623
H -22.74687 10.93681 -12.29210 0.0 0.2 -0.2 0.3120
H -22.69569 10.07830 -13.85471 0.1 0.1 -0.1 0.3165
H -20.33943 11.64331 -12.58855 0.2 -0.4 0.0 0.3071
H -21.35386 12.29922 -13.80824 -0.2 -0.1 -0.1 0.3635
Cl -16.14861 11.84968 -13.00566 -0.1 0.2 0.2 -0.1934
C -15.88175 10.90912 -11.50146 -0.7 -0.8 -0.6 -0.1929
C -14.88326 9.81789 -11.80684 0.7 0.1 0.1 0.0716
Cl -13.26851 10.49105 -12.21457 -0.1 -0.2 0.1 -0.1949
H -16.82404 10.38749 -11.31894 -0.1 0.2 0.1 0.0457
H -15.70360 11.57715 -10.66615 0.5 0.0 -0.1 0.3867
H -15.20485 9.23371 -12.66627 -0.1 0.2 -0.1 0.2114
H -14.74232 9.11540 -10.98882 -0.1 0.3 0.3 -0.1125
Cl -15.98541 3.18651 -8.13888 0.1 -0.3 -0.2 -0.1609
C -14.41115 2.65641 -8.79918 1.2 -0.1 0.0 -0.4099
C -13.48876 3.82205 -9.11850 -0.2 -0.2 -0.5 -0.1219
Cl -13.18549 4.85334 -7.70579 0.1 0.0 0.0 -0.1745
H -14.50342 2.03829 -9.69041 -0.6 0.3 -0.1 0.1986
H -13.88984 2.01994 -8.08487 -0.4 0.1 0.4 0.4671
H -13.87289 4.42312 -9.94089 -0.1 0.2 0.2 -0.1304
H -12.53138 3.43701 -9.46673 0.0 -0.1 0.2 0.4252
```
Forces are in eV/Å.

Summary:
**Total charge**: +1
**Kohn-Sham gap**: 4.67 eV
**Highest occupied orbital energy**: -12.18 eV
**LUMO level**: -7.51 eV